A molecular structure, C7H8IN3O3S in a non-equilibrium geometry. Source: OMol25; level of theory: ωB97M-V/def2-TZVPD.

Geometry as XYZ:
```
23
Properties=species:S:1:pos:R:3
C 0.276 0.075 -1.047
C -1.908 0.685 -1.626
C 0.656 1.205 0.946
C 2.182 -0.702 0.283
C 1.210 -1.897 0.155
C 1.414 0.598 -0.212
C 0.001 -1.258 -0.551
N -0.631 0.749 -1.673
N -2.171 0.337 0.038
N 0.005 2.357 0.750
O -2.903 0.923 -2.254
O 0.379 0.474 1.880
O -2.202 -1.839 1.012
S -1.337 -0.692 0.968
I -4.201 0.274 0.492
H 2.518 -0.694 1.242
H 3.004 -0.836 -0.523
H 1.615 -2.720 -0.419
H 0.936 -2.188 1.081
H 2.070 1.287 -0.877
H -0.692 -1.857 -1.163
H 0.197 2.891 -0.086
H -0.420 2.830 1.585
```

Results
- Maximum force: 0.1017 hartree/bohr
- E_LUMO: -0.8 eV
- Total energy: -36933.464 eV
- Relative energy (zero: lowest compared OMol25 entry of this formula, charge and spin): 0.0 kJ/mol
- HOMO: -8.435 eV
- Frontier orbital gap: 7.58 eV

These are the Mulliken partial charges, in e, on atoms 1 to 2: -0.13 0.44

A gas-phase ion, C7H8N (charge +1) in a non-equilibrium geometry. Source: OMol25; level of theory: ωB97M-V/def2-TZVPD.

Geometry as XYZ:
```
16
Properties=species:S:1:pos:R:3
C -2.941 -0.332 0.724
C -3.100 -0.425 -0.530
C -0.644 0.259 -0.180
C 0.576 -0.785 -0.591
C -1.978 0.515 -0.156
C 0.571 0.878 -0.289
C 2.842 -0.435 0.077
N 1.458 -0.166 0.376
H -2.952 -0.543 1.735
H -3.358 -0.666 -1.581
H -2.215 1.498 -0.163
H 0.979 1.784 -0.760
H 3.003 -0.362 -1.069
H 3.505 0.222 0.712
H 2.999 -1.524 0.290
H 1.255 0.083 1.405
```

Results
- Maximum force: 0.1137 hartree/bohr
- E_LUMO: -4.7 eV
- Total energy: -8863.181 eV
- Relative energy (zero: lowest compared OMol25 entry of this formula, charge and spin): 510.5 kJ/mol
- SMILES: C[N@@H+]1C2=C(C3C=C3)[C@H]21
- HOMO: -14.001 eV
- Net charge: +1
- Frontier orbital gap: 9.29 eV

These are the Mulliken partial charges, in e, on atoms 1 to 2: -0.36 -0.23

A gas-phase ion, C7H8N (charge +1) in a non-equilibrium geometry. Source: OMol25; level of theory: ωB97M-V/def2-TZVPD.

Geometry as XYZ:
```
16
Properties=species:S:1:pos:R:3
C -1.965 -2.187 -1.493
C -1.131 -1.943 -0.651
C 0.362 -2.005 1.289
C -0.023 -0.819 1.875
C -0.104 -1.372 0.078
C 0.100 0.050 0.369
C -0.797 1.136 -0.046
N 1.530 0.559 0.156
H -2.828 -2.684 -1.801
H 0.568 -3.016 1.582
H -0.198 1.850 -0.702
H -1.259 1.850 0.759
H -1.624 0.879 -0.599
H 1.802 1.322 0.753
H 1.507 0.988 -0.812
H 2.213 -0.216 0.277
```

Results
- Maximum force: 0.0833 hartree/bohr
- E_LUMO (alpha / beta): -4.5 / -4.5 eV
- Total energy: -8865.034 eV
- Relative energy (zero: lowest compared OMol25 entry of this formula, charge and spin): 331.7 kJ/mol
- SMILES: C#C[C@]12C=C1[C@@]2(C)[NH3+]
- HOMO (alpha / beta): -13.072 / -13.073 eV
- Net charge: +1
- Frontier orbital gap (alpha / beta): 8.54 / 8.54 eV

These are the Mulliken partial charges, in e, on atoms 1 to 2: -0.11 -1.09

2 unconnected molecules or ions with the total composition C7H8N2O in a non-equilibrium geometry. Source: OMol25; level of theory: ωB97M-V/def2-TZVPD.

Geometry as XYZ:
```
18
Properties=species:S:1:pos:R:3
C 0.446 -2.016 -0.376
C -0.633 -2.297 0.450
C 0.704 -0.728 -0.729
C -1.364 -1.224 0.997
C 0.161 0.352 -0.009
C -0.903 0.114 0.906
C 0.571 1.693 -0.527
N -3.698 -0.143 -0.931
N -4.304 0.759 -0.650
O -1.620 1.098 1.550
H 1.140 -2.736 -0.872
H -1.188 -3.231 0.494
H 1.549 -0.439 -1.362
H -2.295 -1.381 1.499
H 0.165 2.580 -0.032
H 1.698 1.876 -0.386
H 0.048 1.856 -1.494
H -1.285 1.953 1.267
```

Results
- Maximum force: 0.0905 hartree/bohr
- E_LUMO: 0.8 eV
- Total energy: -12416.391 eV
- Relative energy (zero: lowest compared OMol25 entry of this formula, charge and spin): 0.7 kJ/mol
- SMILES: Cc1ccccc1O.N#N
- HOMO: -8.547 eV
- Frontier orbital gap: 9.33 eV

These are the Mulliken partial charges, in e, on atoms 1 to 2: -0.22 -0.59

C7H8N2O2 in the gas phase in a non-equilibrium geometry. Source: OMol25; level of theory: ωB97M-V/def2-TZVPD.

Geometry as XYZ:
```
19
Properties=species:S:1:pos:R:3
C -1.358 -1.756 0.462
C -0.738 -0.698 0.910
C 1.761 -0.449 0.262
C -0.844 -2.146 -0.880
C 0.309 1.239 -0.533
C 0.231 -0.203 -0.164
C -0.129 2.361 0.531
N 2.472 0.663 -0.210
N 1.718 1.462 -0.712
O 2.253 -1.375 0.860
O -0.161 -0.967 -1.356
H -2.099 -2.438 0.873
H -0.955 -0.135 1.836
H -0.095 -2.964 -0.916
H -1.530 -2.293 -1.745
H -0.255 1.528 -1.414
H 0.503 2.325 1.292
H -1.112 2.456 0.783
H 0.028 3.391 0.121
```

Results
- Maximum force: 0.0963 hartree/bohr
- E_LUMO: -0.5 eV
- Total energy: -14460.413 eV
- Relative energy (zero: lowest compared OMol25 entry of this formula, charge and spin): 390.4 kJ/mol
- SMILES: C[C@H]1N=NC(=O)[C@@]12C=CCO2
- HOMO: -8.916 eV
- Frontier orbital gap: 8.38 eV

These are the Mulliken partial charges, in e, on atoms 1 to 2: -0.32 -0.77

A molecular structure, C7H8N2O5Ti in a non-equilibrium geometry. Source: OMol25; level of theory: ωB97M-V/def2-TZVPD.

Geometry as XYZ:
```
23
Properties=species:S:1:pos:R:3
Ti 0.011 0.015 0.327
O 0.147 3.058 -0.794
C 0.102 1.963 -0.388
C -0.080 -1.854 -0.476
O -0.141 -2.953 -0.870
C 1.837 -0.051 -0.647
O 2.876 -0.101 -1.184
C -1.785 0.122 -0.673
O -2.813 0.172 -1.227
C 0.031 0.667 -4.565
H -0.872 1.285 -4.576
H 0.988 1.197 -4.554
C -0.033 -0.673 -4.635
H 0.870 -1.290 -4.681
H -0.990 -1.200 -4.704
N 1.123 -0.117 4.292
C -0.026 -0.062 3.594
N -1.155 -0.006 4.326
O -0.051 -0.125 2.326
H 1.097 0.007 5.297
H 1.995 -0.182 3.783
H -2.047 0.016 3.852
H -1.083 0.114 5.329
```

Results
- Maximum force: 0.1529 hartree/bohr
- Multiplicity: 3
- E_LUMO (alpha / beta): -9.6 / -10.5 eV
- Total energy: -43704.236 eV
- Relative energy (zero: lowest compared OMol25 entry of this formula, charge and spin): 79.9 kJ/mol
- HOMO (alpha / beta): -15.441 / -15.407 eV
- Net charge: +2
- Frontier orbital gap (alpha / beta): 5.87 / 4.87 eV
- Expectation value of S²: 2.011

These are the Mulliken partial charges, in e, on atoms 1 to 2: 0.50 -0.09

C7H8N2OS in the gas phase in a non-equilibrium geometry. Source: OMol25; level of theory: ωB97M-V/def2-TZVPD.

Geometry as XYZ:
```
19
Properties=species:S:1:pos:R:3
C 2.044 2.799 2.360
C 1.006 2.617 1.500
C 0.536 1.347 1.086
C -0.298 -0.367 -0.871
C -1.173 -2.382 0.024
C -1.382 -2.820 -1.366
C -1.117 -1.948 -2.409
H 2.212 3.635 2.545
H 2.533 1.921 2.905
H 0.765 3.558 0.947
H -0.622 1.136 1.615
H 1.200 0.433 1.502
H -1.844 -3.802 -1.586
H -1.403 -2.455 -3.590
H -0.402 -0.003 -2.840
N -0.523 -1.092 0.105
N -0.578 -0.728 -2.228
O -1.295 -3.078 1.014
S 0.342 1.228 -0.714
```

Results
- Maximum force: 0.2983 hartree/bohr
- E_LUMO: 0.4 eV
- Total energy: -23247.739 eV
- Relative energy (zero: lowest compared OMol25 entry of this formula, charge and spin): 364.8 kJ/mol
- SMILES: C=CCSc1nc(=O)cc[nH]1
- HOMO: -9.060 eV
- Frontier orbital gap: 9.42 eV

These are the Mulliken partial charges, in e, on atoms 1 to 2: -1.01 -0.15

2 unconnected molecules or ions with the total composition C7H8N2OS2 in a non-equilibrium geometry. Source: OMol25; level of theory: ωB97M-V/def2-TZVPD.

Geometry as XYZ:
```
20
Properties=species:S:1:pos:R:3
C 0.601 -2.694 -1.973
C 1.886 -2.669 -1.599
C 0.518 -0.650 -0.786
C -0.222 2.533 0.467
C -1.552 2.659 -0.189
C -0.062 0.472 -0.312
C 0.025 -0.114 3.247
N -0.150 -1.626 -1.548
N 0.464 1.470 0.387
O -0.908 0.593 2.982
S 2.210 -1.239 -0.605
S -1.798 0.940 -0.856
H 0.132 -3.491 -2.747
H 2.688 -3.266 -1.823
H 0.302 3.160 1.127
H -2.460 3.034 0.375
H -1.375 3.324 -1.053
H 0.453 -0.765 2.373
H 0.491 -0.195 4.219
H -1.244 -1.477 -1.685
```

Results
- Maximum force: 0.0727 hartree/bohr
- E_LUMO: 0.6 eV
- Total energy: -34083.680 eV
- Relative energy (zero: lowest compared OMol25 entry of this formula, charge and spin): 183.1 kJ/mol
- SMILES: C1=CS/C(=C2\N=CCS2)N1.C=O
- HOMO: -6.669 eV
- Frontier orbital gap: 7.27 eV

These are the Mulliken partial charges, in e, on atoms 1 to 2: -0.42 -0.35

2 unconnected molecules or ions with the total composition C7H8N2S in a non-equilibrium geometry. Source: OMol25; level of theory: ωB97M-V/def2-TZVPD.

Geometry as XYZ:
```
18
Properties=species:S:1:pos:R:3
C 2.090 1.220 -1.158
C -1.600 0.875 1.554
C -1.332 -0.476 1.091
C -1.605 1.794 0.541
C -1.042 -0.434 -0.221
C 2.198 -0.918 -0.124
C 1.915 0.324 -0.081
N 2.068 1.953 -2.088
N -0.876 -1.569 -0.994
S -1.282 1.101 -0.966
H -2.052 0.902 2.566
H -1.193 -1.405 1.691
H -1.743 2.869 0.563
H 1.919 -1.742 0.518
H 2.881 -1.218 -0.838
H 1.240 0.782 0.604
H -0.530 -1.503 -1.874
H -1.056 -2.556 -0.784
```

Results
- Maximum force: 0.0982 hartree/bohr
- E_LUMO: 0.6 eV
- Total energy: -21201.615 eV
- Relative energy (zero: lowest compared OMol25 entry of this formula, charge and spin): 243.7 kJ/mol
- SMILES: Nc1cccs1.C=CC#N
- HOMO: -7.945 eV
- Frontier orbital gap: 8.51 eV

These are the Mulliken partial charges, in e, on atoms 1 to 2: 0.30 -0.52

A gas-phase ion, C7H8N3 (charge +1) in a non-equilibrium geometry. Source: OMol25; level of theory: ωB97M-V/def2-TZVPD.

Geometry as XYZ:
```
18
Properties=species:S:1:pos:R:3
C 2.088 1.245 -0.027
C 2.590 -0.060 0.052
C 0.740 1.370 -0.113
C -1.935 -1.079 -0.075
C 1.715 -1.171 -0.004
C -0.816 -1.825 0.010
C -0.127 0.299 -0.025
N -1.644 0.280 -0.052
N 0.341 -0.992 -0.054
N -2.595 1.208 0.068
H 2.870 1.946 0.042
H 3.617 -0.138 0.106
H 0.383 2.329 -0.172
H -2.876 -1.553 -0.084
H 1.916 -2.262 -0.016
H -0.641 -2.846 0.122
H -3.042 1.412 0.930
H -2.582 1.835 -0.707
```

Results
- Maximum force: 0.1018 hartree/bohr
- E_LUMO: -4.1 eV
- Total energy: -11850.552 eV
- Relative energy (zero: lowest compared OMol25 entry of this formula, charge and spin): 35.5 kJ/mol
- SMILES: Nn1cc[n+]2ccccc12
- HOMO: -12.952 eV
- Net charge: +1
- Frontier orbital gap: 8.84 eV

These are the Mulliken partial charges, in e, on atoms 1 to 2: -0.35 -0.56

2 unconnected molecules or ions with the total composition C7H8N3 in a non-equilibrium geometry. Source: OMol25; level of theory: ωB97M-V/def2-TZVPD.

Geometry as XYZ:
```
18
Properties=species:S:1:pos:R:3
C 1.226 -1.478 -0.085
C -3.021 -0.769 -0.027
C -3.084 0.588 -0.275
C -1.010 0.107 0.205
C 2.714 0.696 0.713
C 2.840 0.498 -0.797
C 1.869 -0.291 -0.013
N 0.692 -2.487 -0.214
N -1.706 -0.998 0.354
N -1.806 1.087 -0.132
H -3.745 -1.446 0.177
H -3.833 1.269 -0.377
H 3.326 0.186 1.418
H 2.226 1.668 0.955
H 2.465 1.420 -1.439
H 3.768 -0.148 -0.913
H -1.436 -1.901 0.595
H -1.483 1.998 -0.146
```

Results
- Maximum force: 0.0876 hartree/bohr
- E_LUMO (alpha / beta): -5.9 / -6.8 eV
- Total energy: -11846.140 eV
- Relative energy (zero: lowest compared OMol25 entry of this formula, charge and spin): 461.2 kJ/mol
- HOMO (alpha / beta): -13.886 / -13.124 eV
- Net charge: +1
- Frontier orbital gap (alpha / beta): 8.01 / 6.33 eV

These are the Mulliken partial charges, in e, on atoms 1 to 2: 0.64 -0.44

A gas-phase ion, C7H8N3O (charge -1) in a non-equilibrium geometry. Source: OMol25; level of theory: ωB97M-V/def2-TZVPD.

Geometry as XYZ:
```
19
Properties=species:S:1:pos:R:3
C 0.969 -0.545 0.021
C 1.032 2.083 -0.750
C -0.091 -1.083 -0.852
C 1.434 0.906 -0.198
C 2.393 -0.190 -0.491
C -1.383 0.744 0.048
C -2.485 0.276 0.964
N -0.150 2.653 -0.572
N -1.063 1.981 0.091
N -1.165 -0.347 -0.949
O -2.087 -0.781 -1.737
H 1.034 -0.725 1.119
H 1.904 2.596 -1.158
H 0.042 -1.935 -1.342
H 3.135 -0.464 0.168
H 2.781 -0.481 -1.555
H -2.177 -0.422 1.733
H -3.202 -0.442 0.505
H -2.934 1.076 1.316
```

Results
- Maximum force: 0.1026 hartree/bohr
- Multiplicity: 3
- E_LUMO (alpha / beta): 4.0 / 3.0 eV
- Total energy: -13898.488 eV
- HOMO (alpha / beta): -0.310 / -2.978 eV
- Net charge: -1
- Frontier orbital gap (alpha / beta): 4.32 / 5.97 eV
- Expectation value of S²: 2.033

These are the Mulliken partial charges, in e, on atoms 1 to 2: 0.04 -0.18

Copy entry 12 word for word.
A gas-phase ion, C7H8N3O (charge -1) in a non-equilibrium geometry. Source: OMol25; level of theory: ωB97M-V/def2-TZVPD.

Geometry as XYZ:
```
19
Properties=species:S:1:pos:R:3
C 0.969 -0.545 0.021
C 1.032 2.083 -0.750
C -0.091 -1.083 -0.852
C 1.434 0.906 -0.198
C 2.393 -0.190 -0.491
C -1.383 0.744 0.048
C -2.485 0.276 0.964
N -0.150 2.653 -0.572
N -1.063 1.981 0.091
N -1.165 -0.347 -0.949
O -2.087 -0.781 -1.737
H 1.034 -0.725 1.119
H 1.904 2.596 -1.158
H 0.042 -1.935 -1.342
H 3.135 -0.464 0.168
H 2.781 -0.481 -1.555
H -2.177 -0.422 1.733
H -3.202 -0.442 0.505
H -2.934 1.076 1.316
```

Results
- Maximum force: 0.1026 hartree/bohr
- Multiplicity: 3
- E_LUMO (alpha / beta): 4.0 / 3.0 eV
- Total energy: -13898.488 eV
- HOMO (alpha / beta): -0.310 / -2.978 eV
- Net charge: -1
- Frontier orbital gap (alpha / beta): 4.32 / 5.97 eV
- Expectation value of S²: 2.033

These are the Mulliken partial charges, in e, on atoms 1 to 2: 0.04 -0.18